Entry 1:
The following is a quantum chemistry calculation of a 2-piece molecular cluster, C6H11F3N2 overall in a non-equilibrium geometry, from the OMol25 dataset.

```
22
Properties=species:S:1:pos:R:3:forces:R:3
C 2.176 2.173 0.775 2.6 0.5 0.8
C 2.086 0.898 0.525 -1.6 -3.1 -2.0
C -1.987 0.270 -0.756 0.7 1.0 -1.9
C -0.459 0.557 -0.714 -0.9 -0.4 2.1
C 0.193 -0.438 0.198 3.3 -0.1 -1.5
C 3.042 0.058 -0.277 1.7 1.2 1.5
N 0.994 -2.649 0.639 -0.3 1.5 0.7
N 0.664 -1.608 -0.298 -0.6 -1.5 -0.2
F 4.293 0.674 -0.443 -1.1 -1.1 0.2
F 3.258 -1.172 0.363 0.4 1.5 -0.7
F 2.663 -0.265 -1.525 -0.2 0.2 -0.1
H 3.053 2.834 0.870 0.4 -0.7 -1.2
H 1.512 2.648 1.395 -2.6 0.8 1.1
H -2.364 0.626 0.174 -0.7 0.1 0.7
H -2.237 -0.761 -0.916 0.1 -0.6 0.1
H -2.478 0.825 -1.595 0.4 -0.2 0.8
H 0.139 0.528 -1.587 0.0 0.1 -1.4
H -0.299 1.521 -0.233 -0.1 0.1 -0.3
H 0.056 -0.697 1.180 -1.5 0.7 2.7
H 1.818 -2.324 1.134 0.1 -0.6 -0.1
H 1.092 -3.603 0.303 -0.2 0.7 -0.6
H 1.229 -1.605 -1.119 0.1 0.1 -0.6
```
Positions in Å, forces in eV/Å.

Results
Highest occupied orbital energy (eV): -7.88
Largest force on an atom (eV/A): 4.07
Frontier orbital gap (eV): 8.765
LUMO (Ha): 0.0325
Electronic energy (eV): -17528.5993
Energy relative to the best compared isomer or geometry (same formula, charge and spin) (kcal/mol): 34.0

These are the Mulliken partial charges, in e, on atoms 1 to 6: -0.967, -0.191, -1.306, -0.250, -0.543, 1.002



Entry 2:
The following is a quantum chemistry calculation of one molecule with the formula C6H11FN2Si in a non-equilibrium geometry, from the OMol25 dataset.

```
21
Properties=species:S:1:pos:R:3:forces:R:3
C 3.405 -1.185 -0.437 -2.5 1.8 -0.6
C 2.588 1.157 0.602 -3.8 -0.8 0.0
C 4.206 -0.128 -0.100 -0.6 -0.4 0.8
C -0.645 1.338 -1.267 -1.2 -0.6 -0.7
C -0.795 0.546 1.740 0.1 -2.0 -2.5
C -0.163 -1.724 -0.630 1.1 0.6 0.0
N 3.832 1.012 0.539 4.9 -1.3 -1.2
N 1.711 0.326 0.088 1.2 -2.7 -0.8
F 5.517 -0.344 -0.149 0.3 0.2 -0.2
Si -0.081 -0.011 0.013 2.4 3.9 -0.6
H 3.195 -1.851 -1.340 0.4 1.3 1.6
H 2.306 1.991 1.196 -0.9 0.9 0.4
H -1.743 1.052 -1.292 0.8 0.6 -0.6
H -0.645 2.295 -0.783 0.0 0.5 0.8
H -0.275 1.652 -2.322 -0.4 -1.5 1.7
H -0.529 1.445 2.216 1.0 1.1 0.2
H -1.837 0.651 1.505 -0.9 -0.4 0.4
H -0.551 -0.327 2.327 -0.5 -0.1 0.7
H 0.427 -2.251 0.095 -0.3 -1.0 0.7
H -1.118 -2.100 -0.898 -0.8 -0.6 0.2
H 0.503 -1.805 -1.490 -0.2 0.5 -0.3
```
Positions in Å, forces in eV/Å.

Results
Highest occupied orbital energy (spin up / spin down) (eV): -8.91 / -8.91
Largest force on an atom (eV/A): 5.19
Frontier orbital gap (spin up / spin down) (eV): 8.351 / 8.351
LUMO (spin up / spin down) (Ha): -0.0206 / -0.0206
Electronic energy (eV): -19972.1268
Energy relative to the best compared isomer or geometry (same formula, charge and spin) (kcal/mol): 100.2

These are the Mulliken partial charges, in e, on atoms 1 to 6: -0.289, 0.229, 0.454, -0.992, -1.048, -0.998



Entry 3:
The following is a quantum chemistry calculation of a 2-piece molecular cluster, C6H11FO overall in a non-equilibrium geometry, from the OMol25 dataset.

```
19
Properties=species:S:1:pos:R:3:forces:R:3
C -2.599 1.960 -0.144 -0.7 0.2 0.0
C -1.982 1.102 -0.893 1.5 0.6 -0.8
C 2.630 0.423 0.725 -2.3 -1.3 0.6
C 1.026 -1.644 0.979 -0.2 3.9 2.0
C -1.938 -0.813 -2.288 -2.0 0.3 -1.5
C 1.152 -0.093 0.820 0.7 -0.1 1.9
O -1.582 -0.051 -1.277 -0.1 0.1 1.3
F 0.620 0.501 2.035 0.2 -0.4 -1.2
H -3.505 1.729 0.388 -0.3 -0.4 0.6
H -2.346 3.025 -0.115 0.2 -0.4 -0.3
H 2.733 1.364 0.308 -0.3 2.2 -0.6
H 3.203 -0.178 0.112 1.0 -1.7 -1.7
H 3.158 0.380 1.638 0.1 0.1 1.4
H 1.478 -1.966 0.142 1.4 -2.0 -2.8
H 0.029 -1.946 1.123 -1.4 -0.3 -0.3
H 1.544 -1.885 1.872 0.8 -0.5 0.7
H -1.309 -1.631 -2.550 0.4 -0.2 0.2
H 0.531 0.248 -0.003 0.0 0.2 0.0
H -2.843 -0.526 -2.871 1.0 -0.2 0.5
```
Positions in Å, forces in eV/Å.

Results
Highest occupied orbital energy (spin up / spin down) (eV): -7.52 / -7.89
Largest force on an atom (eV/A): 4.41
Frontier orbital gap (spin up / spin down) (eV): 8.029 / 8.514
LUMO (spin up / spin down) (Ha): 0.0186 / 0.0231
Electronic energy (eV): -11159.3291
Energy relative to the best compared isomer or geometry (same formula, charge and spin) (kcal/mol): 136.3

These are the Mulliken partial charges, in e, on atoms 1 to 6: -0.689, 0.348, -1.481, -1.384, -0.487, 0.938